1.
Computed, not measured: an isolated molecule of C9H9NO in a non-equilibrium geometry, with ωB97M-V with the def2-TZVPD basis set.

As for the relative energy (zero: lowest compared OMol25 entry of this formula, charge and spin): 79.42 kcal per mole. Its SMILES is C[C@@]12O[C@@H]1Nc1ccccc12. Its spin multiplicity is 1. For the HOMO energy, the calculation gives -7.95 eV. As for the net charge: 0. The calculation puts the total energy at -13013.74156 eV.

Geometry (Å):
C  2.187  -1.636  -0.218
C  1.374  -0.388  0.288
O  2.084  0.723  1.045
C  1.821  1.287  -0.156
N  0.605  1.948  -0.091
C  -0.445  1.013  0.071
C  -1.725  1.382  -0.035
C  -2.754  0.410  -0.041
C  -2.347  -0.915  0.210
C  -1.019  -1.315  0.359
C  -0.024  -0.308  0.249
H  1.354  -2.381  -0.259
H  2.941  -1.904  0.519
H  2.785  -1.509  -1.081
H  2.550  1.733  -0.850
H  0.347  2.701  -0.676
H  -2.166  2.425  -0.119
H  -3.695  0.773  -0.117
H  -3.113  -1.691  0.426
H  -0.760  -2.348  0.476

2.
Computed, not measured: a 2-piece molecular cluster, C9H9NO3 overall in a non-equilibrium geometry, with ωB97M-V with the def2-TZVPD basis set.

As for the relative energy (zero: lowest compared OMol25 entry of this formula, charge and spin): 119.79 kcal per mole. Its spin multiplicity is 1. For the HOMO energy (alpha / beta), the calculation gives -8.33 / -8.33 eV. As for the net charge: 0. The calculation puts the total energy at -17105.16860 eV.

Geometry (Å):
C  1.859  -1.883  -0.480
C  2.853  -1.026  -0.156
C  0.467  -1.711  -0.188
C  0.270  -0.358  -0.117
C  2.529  0.299  0.407
C  -0.213  2.310  -0.921
C  0.756  1.978  -0.050
C  -2.790  -1.156  0.287
C  -1.971  0.073  0.358
N  1.137  0.577  0.153
O  3.213  1.176  0.843
O  -2.785  -0.135  -0.711
O  -2.188  1.052  1.296
H  2.174  -2.960  -0.663
H  3.815  -1.342  -0.115
H  -0.336  -2.443  -0.269
H  -0.521  3.331  -0.969
H  -0.626  1.484  -1.523
H  1.347  2.630  0.557
H  -2.213  -2.004  0.137
H  -3.753  -1.284  0.884
H  -3.026  1.392  1.240

3.
Computed, not measured: an isolated ion of composition C9H9NO3P and charge -1 in a non-equilibrium geometry, with ωB97M-V with the def2-TZVPD basis set.

As for the relative energy (zero: lowest compared OMol25 entry of this formula, charge and spin): 16.74 kcal per mole. Its SMILES is C/N=C(/C(=O)O)P([O-])c1ccccc1. Its spin multiplicity is 1. For the HOMO energy, the calculation gives -4.36 eV. As for the net charge: -1. The calculation puts the total energy at -26400.29828 eV.

Geometry (Å):
C  -1.737  2.672  0.869
N  -2.139  1.727  -0.099
C  -1.796  0.341  0.180
C  -2.213  -0.680  -0.811
O  -2.324  -0.575  -1.995
O  -2.513  -1.843  -0.160
P  -0.736  -0.165  1.637
O  -1.340  -1.585  1.930
C  0.623  -0.426  0.406
C  0.991  -1.687  -0.046
C  2.095  -1.902  -0.849
C  2.924  -0.831  -1.156
C  2.600  0.492  -0.672
C  1.467  0.659  0.132
H  -1.080  3.382  0.264
H  -1.167  2.295  1.784
H  -2.629  3.360  1.033
H  -1.853  -1.908  0.585
H  0.292  -2.486  0.267
H  2.431  -2.815  -1.189
H  3.742  -0.857  -1.860
H  3.292  1.344  -1.072
H  1.069  1.485  0.824